(1)
Computed, not measured: a cluster of 3 separate species, C5H17NO2 in total, with ωB97M-V/def2-TZVPD.

Properties
SMILES string	CC(C)N(C)C.O.O
maximum force	0.06596	Eh/bohr
Kohn-Sham gap	8.962	eV
E_LUMO	0.59	eV
molecular weight	123.20	g mol⁻¹
2S+1	1
ΔE to the lowest compared entry with this formula, charge and spin	62.8	kcal/mol

Positions of all 25 atoms, in Å:
O -2.6008 0.3716 -1.4281
O -3.1011 0.3337 1.1636
N 1.3866 -0.9624 0.2513
C 1.2949 0.4487 0.5021
C 2.2943 -1.2981 -0.9234
C -0.0064 -1.5815 -0.0456
C 0.7498 0.7910 1.9225
C 0.5199 1.3179 -0.6458
H -3.4572 0.0520 -0.9229
H 0.7917 1.2447 -1.7591
H 0.7918 2.3988 -0.2276
H -0.3593 0.4077 1.8505
H 3.3158 -0.8940 -0.8463
H 2.3436 -2.4214 -1.0727
H -0.6446 1.3720 -0.6316
H -3.7243 0.9881 1.4459
H 1.8237 -0.7751 -1.8687
H -2.2549 -0.1699 -2.1712
H -0.7838 -1.2197 0.6699
H 1.2842 0.1716 2.7454
H 0.0491 -2.7344 -0.0107
H 0.6190 1.9005 2.1001
H -2.4309 0.6948 0.4958
H 2.3496 0.8406 0.5803
H -0.2509 -1.2771 -1.1739

=====

(2)
Computed, not measured: a cluster of 4 separate species, C5H17NO2 in total, with ωB97M-V/def2-TZVPD.

Properties
maximum force	0.14086	Eh/bohr
Kohn-Sham gap	7.640	eV
E_LUMO	-1.85	eV
molecular weight	123.20	g mol⁻¹
2S+1	1
ΔE to the lowest compared entry with this formula, charge and spin	148.1	kcal/mol

Positions of all 25 atoms, in Å:
O 0.0274 1.3748 -2.6107
O -0.2237 2.6822 -0.3917
N -0.0647 -0.2753 0.3608
C 0.5368 -1.4882 -1.8700
C 0.5269 0.0529 1.6234
C 0.9809 -0.7179 -0.5500
C -0.9716 -1.4417 0.5933
C -0.4642 0.7208 2.6360
H -0.1700 -0.7750 -2.3813
H 1.6876 0.0749 -0.8176
H -1.0034 -0.0421 3.1982
H -1.1933 0.5338 -1.4144
H 1.1950 0.8439 1.3287
H -0.4639 -2.3660 1.1357
H -0.3695 1.8126 -3.2688
H 0.1262 1.3761 3.3552
H 1.4165 -1.7724 -2.5042
H 1.5981 -1.5039 0.0056
H -1.7498 -1.0732 1.3024
H 1.1337 -0.7578 2.0803
H 0.1685 3.5324 -0.6494
H 0.0217 2.0700 -1.2700
H -0.0838 -2.4097 -1.6556
H -1.2468 1.3711 2.1489
H -1.4146 -1.8223 -0.3849

=====

(3)
Computed, not measured: a cluster of 4 separate species, C5H17NO5 in total, with ωB97M-V/def2-TZVPD.

Properties
net charge	-2
maximum force	0.09896	Eh/bohr
Kohn-Sham gap	7.039	eV
E_LUMO	6.26	eV
molecular weight	171.19	g mol⁻¹
2S+1	1
ΔE to the lowest compared entry with this formula, charge and spin	44.5	kcal/mol

Positions of all 28 atoms, in Å:
O -0.1832 1.1991 -2.9338
O -2.0811 2.5928 3.7048
O -1.0699 3.4364 1.5642
O 1.6577 -2.8613 -0.6417
O 2.1834 -3.4085 -2.9167
N 0.0954 1.8510 0.2425
C -0.1398 -2.0384 0.5099
C 0.1658 -0.6288 -0.2775
C 0.3761 0.4696 0.7667
C 0.3531 -3.1627 -0.3534
C -1.3075 2.5125 0.6537
H -0.1957 0.2912 1.7578
H 0.9903 -0.9462 -1.0268
H -1.4480 2.9385 2.8434
H 0.3460 -2.0548 1.4714
H 0.6758 -4.2281 -0.0085
H -1.2007 -1.9516 0.4848
H 0.3483 1.5638 -2.1142
H 2.9546 -3.7744 -2.5633
H -2.8982 2.9293 3.5663
H -0.7540 -0.2952 -0.7071
H -0.1925 -3.1714 -1.3588
H -0.4138 0.3863 -2.5577
H 1.8211 -2.9387 -2.0938
H -1.5289 2.8260 -0.3560
H 0.7538 2.5341 0.5650
H 1.3907 0.5671 1.2011
H -2.0585 1.7855 1.1877

=====

(4)
Computed, not measured: a cluster of 4 separate species, C5H17NO5 in total, with ωB97M-V/def2-TZVPD.

Properties
SMILES string	CCN[C@H](C=O)CO.O.O.O
maximum force	0.06670	Eh/bohr
Kohn-Sham gap	9.267	eV
E_LUMO	0.58	eV
molecular weight	171.19	g mol⁻¹
2S+1	1
ΔE to the lowest compared entry with this formula, charge and spin	73.2	kcal/mol

Positions of all 28 atoms, in Å:
O 0.0562 -0.2779 -2.0326
O -2.4315 -0.1521 -2.6401
O 1.0307 2.5792 0.4183
O 2.9478 1.0443 -1.8174
O -2.1145 -0.6883 3.1436
N 0.3377 -0.2138 1.1560
C 0.9877 -2.5296 0.4128
C -0.0743 -1.6924 1.0727
C -0.2739 2.0482 0.6184
C 0.0975 0.6577 -1.2780
C -0.3847 0.6087 0.1707
H 1.7475 -2.0559 -0.2415
H 0.5022 -3.2624 -0.2087
H -1.7074 0.0631 3.5780
H 1.6882 2.0986 0.9538
H 1.3476 -0.0690 1.0832
H -0.5881 2.2669 1.6137
H 1.6602 -2.9076 1.1927
H -1.9848 -0.6309 2.1970
H -0.2393 -1.8018 2.1476
H -1.0113 -1.6378 0.5062
H -1.8665 -0.2994 -3.4005
H 0.2362 1.6526 -1.7899
H 2.4383 1.0568 -2.6384
H -3.1989 -0.7263 -2.6508
H 3.0859 1.9917 -1.6901
H -1.3894 0.1441 0.0940
H -0.8992 2.7334 0.0292

=====

(5)
Computed, not measured: a cluster of 2 separate species, C5H18B2NO4P in total, with ωB97M-V/def2-TZVPD.

Properties
SMILES string	CCOB(O)PB(N)O.CC(C)O
maximum force	0.04779	Eh/bohr
Kohn-Sham gap	8.658	eV
E_LUMO	0.31	eV
molecular weight	208.80	g mol⁻¹
2S+1	1

Positions of all 31 atoms, in Å:
P -2.7485 0.4703 1.8578
O -0.4437 1.8202 0.7611
O -0.3522 -0.6826 0.7914
O 0.1623 -2.2342 -2.1741
O -3.3092 3.3549 1.5766
N -5.1461 1.8407 0.8297
C 2.3730 -1.2817 -2.2647
C 1.9623 -3.5443 -1.2559
C 1.9141 1.8684 1.5851
C 1.5417 -2.5538 -2.3308
C 0.9328 1.7894 0.3755
B -0.9777 0.5625 1.0614
B -3.7700 2.0385 1.3921
H 2.9363 1.9647 1.1590
H 0.0490 -1.8266 -1.3065
H 2.0557 -0.5763 -3.0349
H -5.7249 1.3752 1.5240
H 1.9156 0.9622 2.2159
H 1.6518 -3.0124 -3.3154
H 1.7362 2.7996 2.1518
H 3.4353 -1.4945 -2.4024
H 0.3610 -0.7528 1.4347
H 3.0125 -3.8242 -1.3637
H -2.6076 0.5047 3.2848
H 1.1111 2.7158 -0.2110
H 1.8158 -3.1185 -0.2588
H 1.3531 -4.4480 -1.3091
H -3.5742 3.8782 0.8163
H 2.2398 -0.7834 -1.2997
H 1.1928 0.9590 -0.3087
H -5.0980 1.2289 0.0181

=====

(6)
Computed, not measured: a cluster of 3 separate species, C5H18N2O2 in total, with ωB97M-V/def2-TZVPD.

Properties
SMILES string	CN[C@@H](C)CCN.O.O
maximum force	0.15654	Eh/bohr
Kohn-Sham gap	9.890	eV
E_LUMO	0.52	eV
molecular weight	138.21	g mol⁻¹
2S+1	1
ΔE to the lowest compared entry with this formula, charge and spin	79.8	kcal/mol

Positions of all 27 atoms, in Å:
O 2.7825 -0.9270 1.5247
O 0.4918 -1.5435 3.2663
N -1.6671 -2.2653 -0.0575
N -0.3974 1.5138 0.2939
C -0.0966 0.9984 -2.2166
C -0.3349 -2.0904 -0.6294
C -0.4166 0.5415 -0.8208
C -1.0365 2.7623 -0.0481
C 0.3600 -0.6700 -0.4671
H -0.7986 0.6176 -2.8669
H -1.4162 0.2639 -0.9006
H 0.8686 -0.6477 0.6229
H 0.1350 -2.8338 -0.0418
H 1.2118 -1.5940 2.4236
H -0.7677 3.3322 -1.0850
H -2.0667 2.7251 0.0016
H 0.5253 1.6623 0.6630
H -0.1618 2.1454 -2.2694
H 1.9427 -0.5502 1.2233
H 0.2488 -0.6983 3.3381
H 1.0261 0.7876 -2.7196
H -1.5114 -2.2182 0.9684
H 1.3189 -0.8650 -1.0205
H -2.2954 -1.4342 -0.2128
H 3.2634 -0.2324 1.9191
H -0.3379 -2.2160 -1.7582
H -0.8700 3.4357 0.8692

=====

(7)
Computed, not measured: a cluster of 3 separate species, C5H18N2O3 in total, with ωB97M-V/def2-TZVPD.

Properties
SMILES string	CN(C)C[C@H](N)CO.O.O
maximum force	0.06626	Eh/bohr
Kohn-Sham gap	9.020	eV
E_LUMO	0.49	eV
molecular weight	154.21	g mol⁻¹
2S+1	1
ΔE to the lowest compared entry with this formula, charge and spin	44.9	kcal/mol

Positions of all 28 atoms, in Å:
O -0.6994 -1.1642 -3.1197
O -2.7423 -2.4463 1.2781
O -1.2475 3.4569 1.3232
N -0.7272 0.3482 1.9897
N 1.4873 -0.2899 -0.0262
C 1.2888 -1.7408 -0.1520
C -1.2116 2.2387 0.5697
C -0.1474 1.2465 1.0574
C 2.4854 0.1403 -1.0167
C 0.2207 0.4402 -0.2712
H 3.2697 -0.5922 -0.9508
H -1.2419 -0.4358 -2.8089
H -2.4825 -2.5411 0.3544
H -1.5998 -0.1271 1.7980
H 1.1085 -2.0274 -1.1471
H 0.1148 -1.1338 -2.6129
H 0.2674 1.0841 -1.1492
H 2.1305 -2.2505 0.3245
H -0.4059 3.9075 1.3396
H 0.8068 1.6115 1.4099
H 0.4649 -1.9908 0.5163
H 2.0906 0.1540 -2.0465
H -2.1502 1.8126 0.8138
H -1.9683 -2.8121 1.7255
H -0.1651 -0.3307 2.4819
H -0.6494 -0.2198 -0.3313
H -1.1172 2.4974 -0.4790
H 2.8204 1.1644 -0.8708

=====

(8)
Computed, not measured: a cluster of 4 separate species, C5H18N2O4 in total, with ωB97M-V/def2-TZVPD.

Properties
SMILES string	CC[C@H](CN)NC=O.O.O.O
maximum force	0.06507	Eh/bohr
Kohn-Sham gap	9.520	eV
E_LUMO	0.29	eV
molecular weight	170.21	g mol⁻¹
2S+1	1
ΔE to the lowest compared entry with this formula, charge and spin	45.6	kcal/mol

Positions of all 29 atoms, in Å:
O -1.8068 -1.1615 -1.8799
O -1.9871 0.7656 -3.8111
O -0.1576 0.8774 -1.9802
O -1.0362 2.9394 1.2084
N 0.8729 -0.3198 -0.4929
N 2.2865 1.4952 1.5406
C 1.2834 -0.7603 0.8423
C 0.4154 0.8967 -0.8847
C 0.1957 -1.6824 1.4887
C 1.5430 0.2774 1.9450
C -0.4965 -2.6107 0.4805
H 0.7020 0.7178 2.4920
H 0.1808 -3.0721 -0.2375
H -1.1788 -3.3344 0.9173
H -1.8948 1.6524 -3.4366
H 2.1952 -0.2272 2.6678
H 0.6763 -2.3009 2.2446
H 2.7528 1.3890 0.6439
H 0.5710 1.7476 -0.2406
H 0.8019 -1.0249 -1.2042
H 1.6867 2.2886 1.3473
H 2.1698 -1.3829 0.7119
H -1.7979 -0.5172 -2.6117
H -1.1359 -2.1445 -0.2513
H -0.5522 -1.0311 1.9516
H -1.0804 3.8982 1.3341
H -2.4994 -0.7637 -1.3205
H -1.0340 0.7446 -4.0006
H -1.6757 2.6436 0.5360

=====

(9)
Computed, not measured: a cluster of 6 separate species, C5H18N2O5 in total, with ωB97M-V/def2-TZVPD.

Properties
SMILES string	CCc1c[nH]cn1.O.O.O.O.O
maximum force	0.03385	Eh/bohr
Kohn-Sham gap	9.405	eV
E_LUMO	0.46	eV
molecular weight	186.21	g mol⁻¹
2S+1	1
ΔE to the lowest compared entry with this formula, charge and spin	16.5	kcal/mol

Positions of all 30 atoms, in Å:
O -3.5019 1.9219 -0.2888
O 2.1483 -1.7028 0.3265
O 3.4676 0.3405 1.9597
O -2.7155 -1.1319 0.3961
O -0.3337 -2.7743 -0.0403
N 0.8358 -0.4548 -2.4604
N -0.9024 0.4843 -1.5326
C 0.2005 1.8391 0.3211
C 0.2105 0.9280 -0.8715
C -0.1148 1.1853 1.6946
C -0.5283 -0.3615 -2.4504
C 1.3062 0.2878 -1.4108
H -2.4350 -0.7041 -0.4396
H -0.5509 2.6039 0.1066
H -1.0803 -2.1451 -0.0741
H 0.7791 1.0495 2.2866
H -0.5066 0.2065 1.4126
H 2.3314 0.4215 -1.1183
H 1.3415 -1.1636 -2.9643
H -2.9071 -0.4061 0.9951
H 2.6224 -2.3970 0.7840
H 2.5205 0.2479 1.8233
H -1.1947 -0.8965 -3.1041
H -3.4501 2.5806 0.3998
H 1.2062 -1.8026 0.0976
H -0.3310 -3.4335 0.6471
H -0.8359 1.7923 2.2322
H 3.9009 -0.3950 1.5217
H 1.1604 2.3563 0.2404
H -2.6432 1.5234 -0.4898

=====

(10)
Computed, not measured: a cluster of 2 separate species, C5H18N3O in total, with ωB97M-V/def2-TZVPD.

Properties
net charge	+1
maximum force	0.05582	Eh/bohr
Kohn-Sham gap	9.739	eV
E_LUMO	-2.85	eV
molecular weight	136.22	g mol⁻¹
2S+1	1
ΔE to the lowest compared entry with this formula, charge and spin	16.4	kcal/mol

Positions of all 27 atoms, in Å:
O -0.6557 2.0325 1.9137
N -1.8854 1.0374 -0.2740
N 0.5819 0.1170 -0.1946
N 3.6547 -0.2223 0.0663
C 1.3226 -0.7010 0.8771
C -2.7663 -0.9106 -1.4446
C -1.5780 0.0540 -1.3646
C 2.7244 -0.1826 1.1837
C -0.3140 -0.7683 -0.9949
H 0.0523 -1.1167 -1.9566
H -1.5486 0.5080 -2.3519
H -2.5094 -1.7399 -0.7488
H 3.1186 -0.8211 1.9553
H -1.6728 1.9752 -0.6257
H 3.5619 0.5505 -0.5795
H 1.4220 0.4813 -0.7039
H -1.1504 0.9021 0.4769
H 2.5895 0.8813 1.5736
H 3.5679 -1.0944 -0.4468
H -0.3735 -1.6443 -0.3228
H 0.6218 -0.6883 1.7130
H 1.3791 -1.7510 0.5646
H -2.9528 -1.4557 -2.3718
H -3.6976 -0.4995 -1.0510
H -0.7794 2.6795 2.6154
H -2.7293 0.9700 0.2834
H 0.0166 1.4068 2.2085

=====

(11)
Computed, not measured: a cluster of 5 separate species, C5H18NO5 in total, with ωB97M-V/def2-TZVPD.

Properties
net charge	+2
maximum force	0.05141	Eh/bohr
Kohn-Sham gap (spin up / spin down)	9.153 / 4.949	eV
E_LUMO (spin up / spin down)	-9.24 / -13.44	eV
molecular weight	172.20	g mol⁻¹
2S+1	2
ΔE to the lowest compared entry with this formula, charge and spin	19.9	kcal/mol

Positions of all 29 atoms, in Å:
O 0.5839 -2.6548 1.9178
O 1.5087 0.9958 1.0708
O 1.6273 0.8643 -2.0031
O 3.5557 -0.5764 -0.5302
O 0.8361 3.0709 -0.1077
N -1.1112 1.0954 -0.4548
C -0.9024 0.4223 0.8953
C -2.4895 -0.9305 -0.5460
C 0.5430 0.3573 1.3670
C -1.5669 -0.9524 0.6886
C -1.9600 0.2174 -1.3886
H -2.8006 0.8286 -1.7240
H 0.1908 -3.5357 1.8856
H -3.5691 -0.8030 -0.4592
H -1.6317 1.9712 -0.3697
H 3.0837 -1.4150 -0.5430
H -1.4179 0.9824 1.6749
H 2.5591 0.5827 -1.7621
H -1.9873 -1.4848 1.5452
H 0.6183 -0.2826 2.3131
H -0.9419 -1.7912 0.3791
H -1.3504 -0.1381 -2.2243
H 1.2827 -2.7500 2.5974
H -0.2574 1.3467 -0.9724
H 2.0345 1.2314 -2.8182
H 3.5384 -0.1813 0.3337
H 1.5393 2.5983 -0.5977
H -2.5623 -1.9426 -0.9849
H 1.0470 2.8738 0.8171

=====

(12)
Computed, not measured: a cluster of 5 separate species, C5H18NO5S in total, with ωB97M-V/def2-TZVPD.

Properties
net charge	-1
maximum force	0.04522	Eh/bohr
Kohn-Sham gap	6.608	eV
E_LUMO	3.19	eV
molecular weight	204.27	g mol⁻¹
2S+1	1
ΔE to the lowest compared entry with this formula, charge and spin	0.0	kcal/mol

Positions of all 30 atoms, in Å:
S 1.2924 -0.3174 3.0462
O -1.9571 2.8903 -0.1698
O -2.5497 1.8888 -2.5246
O -2.0698 1.1591 1.7740
O -2.1816 -1.7739 2.1194
O -0.4005 0.0037 -1.7701
N 1.5033 -0.2981 -0.5588
C 0.7080 0.3866 -1.4372
C 1.9659 -1.2657 1.6199
C 1.0316 -1.3102 0.4121
C 1.4153 1.5756 -2.0651
C 1.0042 -2.6262 -0.4054
H 0.2720 -2.6480 -1.2091
H 1.9544 -2.7836 -0.9316
H 1.8452 2.2389 -1.3101
H -2.0607 2.4173 -1.8531
H -1.6063 -2.3771 2.5929
H -0.0196 -1.1421 0.6103
H -1.0182 2.6848 -0.2364
H -1.3960 0.8802 2.4217
H 0.9267 -3.4463 0.3160
H 2.8481 -0.7300 1.2726
H 2.2638 -2.2406 2.0042
H 0.6220 2.1732 -2.5122
H -2.8808 1.1498 2.2923
H -2.2132 2.2402 0.5325
H 2.1819 1.2332 -2.7496
H 2.3132 0.2575 -0.3324
H -1.6480 -1.2389 1.5329
H -2.1465 1.0187 -2.4816

=====

> Which value of 2S+1 does entry 9 give?

1